{"formula": "C32H51N2O2P2Zn", "method": "ωB97M-V/def2-TZVPD", "species": ["Zn", "P", "P", "O", "O", "N", "N", "C", "C", "C", "C", "C", "C", "C", "C", "C", "C", "C", "C", "C", "C", "C", "C", "C", "C", "C", "C", "C", "C", "C", "C", "C", "C", "C", "C", "C", "C", "C", "C", "H", "H", "H", "H", "H", "H", "H", "H", "H", "H", "H", "H", "H", "H", "H", "H", "H", "H", "H", "H", "H", "H", "H", "H", "H", "H", "H", "H", "H", "H", "H", "H", "H", "H", "H", "H", "H", "H", "H", "H", "H", "H", "H", "H", "H", "H", "H", "H", "H", "H", "H"], "xyz": [[0.607696, -0.298027, 0.134480], [0.804349, 0.162305, 2.505358], [0.705571, 0.151854, -2.364823], [0.826070, -2.631747, 0.099997], [4.040952, -0.558368, -0.372893], [-1.339414, -0.790774, -0.016028], [0.212063, 1.823456, 0.071608], [2.908670, -0.348812, -0.284308], [-0.296490, 2.392531, -1.029249], [-6.046906, 0.402791, 0.395583], [2.079010, 1.178151, -3.198945], [3.188397, 0.201190, -3.624349], [-6.004044, -1.848662, -0.497960], [1.606963, 1.997425, -4.409376], [0.604228, 2.581805, 1.155003], [-0.174859, -0.671988, -4.968018], [0.982324, -2.380400, -3.547284], [-4.651902, 0.441914, 0.401666], [3.493676, -0.648532, 2.808807], [-4.609240, -1.836973, -0.489370], [2.045370, -3.403406, 0.007215], [0.502570, 3.995033, 1.058242], [-1.873675, 1.014861, 2.795091], [2.181891, -0.541636, 3.600226], [-1.359623, -1.678313, -3.046466], [-3.923019, -0.689536, -0.034300], [-0.539485, 3.766935, -1.095915], [0.009800, -1.187281, -3.538600], [1.059978, 1.900008, 2.319296], [1.802908, -1.960156, 4.064354], [2.456503, 0.384745, 4.786174], [2.650637, 2.192919, -2.187467], [-0.095589, 4.572743, -0.041399], [-1.404091, -1.439354, 3.186477], [-2.514089, -0.692023, -0.018776], [-0.597696, 1.467798, -2.222108], [-0.791234, 0.290551, 4.900578], [-0.885851, -0.001189, 3.395867], [-6.726674, -0.734492, -0.054681], [-1.569427, 0.972633, -2.068118], [-1.880945, 1.001911, 1.703340], [0.882865, 4.585308, 1.890358], [-1.649436, 2.035615, 3.131931], [-1.319291, -2.090106, -2.033664], [2.480963, 2.532111, -4.812480], [-1.699269, -2.485118, -3.716351], [-1.347126, -1.753219, 2.140450], [-6.530304, -2.738027, -0.851494], [-4.039467, -2.704607, -0.825490], [0.980605, -1.972903, 4.787607], [2.684585, -3.020847, -0.805276], [1.168848, -2.771679, -2.538130], [2.888950, -0.417798, -4.479383], [1.538549, -2.607361, 3.215695], [2.586240, -3.292480, 0.957392], [-0.804729, 0.226556, -5.007597], [1.487792, 2.519973, 3.113533], [-6.611053, 1.270492, 0.746317], [2.903880, 1.738877, -1.222560], [-0.227302, -0.472499, 5.450809], [-0.215436, 5.651404, -0.100935], [4.066925, 0.787337, -3.934792], [4.284804, -0.962152, 3.510704], [-1.027718, 4.173729, -1.978689], [-0.369460, 1.284286, 5.097858], [0.778419, -0.488417, -5.478870], [2.779241, 1.373937, 4.449335], [-0.693765, -1.457760, -5.541779], [-0.855793, -2.167519, 3.796350], [3.271852, -0.053171, 5.381228], [1.600898, 0.509890, 5.452436], [3.572602, 2.616480, -2.616538], [3.798391, 0.309732, 2.377375], [-1.816189, 0.282897, 5.307399], [3.507788, -0.449814, -2.803150], [3.451152, -1.402948, 2.018379], [0.529732, -3.188716, -4.142807], [-0.667849, 2.052486, -3.147649], [0.861694, 2.753287, -4.139376], [-2.462077, -1.474037, 3.487886], [-2.890431, 0.758807, 3.132790], [0.087758, -3.139724, -0.285796], [-7.818600, -0.753208, -0.059824], [1.945734, -2.131611, -4.006766], [1.819279, -4.467922, -0.186824], [1.960628, 3.028003, -2.016294], [1.199933, 1.387314, -5.218657], [-4.116431, 1.332185, 0.736224], [-2.121410, -0.889087, -3.068539], [2.677656, -2.409866, 4.558727]], "forces_ev_per_a": [[0.443, 0.675, 0.329], [-0.083, 0.753, 0.165], [-0.588, 0.392, -0.567], [-0.104, -0.525, -0.305], [-3.611, 0.699, 0.035], [-4.587, 0.216, -0.158], [0.184, -0.228, -0.327], [4.345, -0.843, 0.456], [-0.392, 0.749, -0.153], [0.119, 0.011, -0.019], [-0.092, -0.344, -0.073], [0.201, 0.250, -0.210], [0.121, 0.029, 0.002], [0.131, -0.010, -0.248], [0.237, -1.321, 0.738], [-0.179, -0.354, -0.345], [-0.061, -0.114, -0.077], [0.062, -0.289, -0.119], [0.064, -0.001, 0.095], [-0.019, 0.220, 0.118], [0.009, -0.150, -0.065], [-0.099, 0.539, -0.275], [0.027, 0.010, 0.041], [-0.364, 0.008, -0.121], [-0.041, -0.111, 0.071], [-1.571, 0.187, -0.004], [-0.067, -1.073, -0.785], [0.307, 0.518, -0.101], [0.323, 0.581, -0.500], [0.204, -0.032, 0.129], [0.122, -0.080, 0.367], [0.047, -0.027, 0.066], [0.350, -0.191, 0.748], [-0.251, 0.081, 0.184], [3.953, -0.592, -0.023], [-0.265, 0.061, 0.297], [-0.423, -0.039, 0.079], [0.486, -0.537, 0.139], [0.396, -0.024, 0.008], [0.268, 0.155, -0.035], [0.118, 0.152, 0.119], [-0.156, -0.039, -0.236], [0.012, -0.271, -0.180], [0.049, 0.062, -0.191], [-0.209, -0.085, 0.111], [0.119, 0.258, 0.142], [0.052, 0.009, 0.239], [0.188, 0.312, 0.127], [-0.205, 0.233, 0.090], [0.207, 0.013, -0.202], [-0.274, -0.163, 0.205], [-0.065, 0.137, -0.202], [0.085, 0.172, 0.227], [-0.008, 0.161, 0.153], [-0.224, -0.144, -0.277], [0.215, -0.157, -0.008], [-0.364, -0.281, -0.176], [0.231, -0.299, -0.147], [-0.057, 0.296, -0.180], [-0.134, 0.265, -0.161], [0.029, -0.149, 0.061], [-0.185, -0.184, 0.043], [-0.220, 0.094, -0.239], [0.188, 0.022, 0.177], [-0.063, -0.225, -0.060], [-0.288, -0.015, 0.183], [-0.002, -0.150, 0.036], [0.125, 0.229, 0.069], [-0.170, 0.188, -0.187], [-0.130, 0.141, -0.099], [0.215, -0.030, -0.166], [-0.219, -0.153, 0.126], [-0.092, -0.071, 0.032], [0.244, 0.028, -0.045], [-0.069, 0.052, -0.255], [-0.080, 0.060, 0.116], [0.152, 0.170, 0.140], [-0.100, -0.154, 0.329], [0.228, -0.104, -0.023], [0.196, -0.112, -0.006], [0.240, 0.032, 0.021], [0.525, 0.403, 0.249], [0.380, 0.004, 0.006], [-0.265, -0.105, 0.160], [0.165, 0.537, 0.200], [0.126, -0.257, 0.071], [0.136, 0.193, 0.190], [-0.190, -0.276, -0.066], [0.144, -0.141, 0.007], [-0.202, 0.097, -0.084]], "lowdin_charge": [0.3178, 1.0491, 1.1133, -0.2142, 0.1254, 0.1606, 0.0100, -0.0177, -0.3603, -0.0498, -0.6539, -0.0900, -0.0539, -0.0804, -0.3681, -0.0922, -0.0832, -0.0051, -0.1112, -0.0102, -0.1067, -0.0355, -0.1003, -0.6716, -0.1056, -0.2012, -0.0693, -0.6703, -0.2770, -0.0876, -0.0901, -0.0763, -0.0683, -0.0996, -0.0847, -0.2518, -0.0948, -0.6502, -0.0446, 0.0673, 0.0350, 0.1133, 0.0911, 0.0452, 0.1014, 0.0974, 0.0361, 0.1172, 0.1227, 0.0618, 0.0694, 0.0548, 0.0693, 0.0747, 0.0783, 0.0900, 0.0593, 0.1189, 0.0445, 0.0650, 0.1113, 0.0983, 0.0988, 0.1064, 0.0864, 0.0713, 0.0770, 0.0951, 0.0659, 0.0948, 0.0577, 0.1018, 0.0813, 0.0951, 0.0561, 0.0428, 0.0981, 0.0755, 0.0764, 0.0891, 0.0892, 0.0916, 0.1191, 0.0675, 0.1049, 0.0812, 0.0578, 0.1204, 0.0805, 0.0947], "gap_ev": [5.7, 5.7], "energy_ev": -108077.3620, "e_homo_ha": [-0.317, -0.316], "total_charge": 1}

{"formula": "C4H8NOPS", "method": "ωB97M-V/def2-TZVPD", "species": ["S", "P", "O", "N", "C", "C", "C", "C", "H", "H", "H", "H", "H", "H", "H", "H"], "xyz": [[0.316159, -1.643816, 1.863688], [0.749728, -0.413941, 0.394436], [-0.402309, 0.674774, 0.019516], [0.291150, -2.193677, -1.878503], [-2.525291, -0.421417, -0.292595], [0.581566, -1.596433, -0.954048], [3.726811, 1.296119, 0.002145], [-1.744164, 0.642370, 0.486509], [-1.772216, -1.326677, -0.444376], [3.019494, 0.877180, -0.673179], [-2.309561, 1.502565, 0.400923], [3.546700, 2.341383, 0.286876], [-3.485640, -0.656520, 0.292348], [-2.652123, -0.076944, -1.253354], [-1.926078, 0.338784, 1.611213], [4.585771, 0.656253, 0.138408]], "forces_ev_per_a": [[0.095, 0.251, 0.341], [-0.759, -0.184, 0.152], [0.536, 0.507, 0.508], [-0.116, -1.043, -1.307], [1.645, -2.314, 2.428], [0.213, 1.387, 0.830], [-0.360, 0.286, -0.249], [-1.298, -3.988, 2.325], [-2.211, 1.359, 0.713], [-0.451, -0.059, -0.491], [0.006, 2.596, -0.534], [0.599, -0.745, 0.136], [1.428, 0.024, -1.268], [-0.945, 0.727, -2.247], [1.388, 0.647, -1.827], [0.229, 0.549, 0.490]], "lowdin_charge": [0.3382, 0.4390, -0.3992, 0.1060, -0.0879, -0.4653, 0.0674, -0.3352, 0.0746, -0.0827, 0.0818, 0.0025, 0.1114, 0.0355, 0.1252, -0.0113], "gap_ev": [9.4, 6.3], "energy_ev": -27935.3172, "e_homo_ha": [-0.354, -0.332]}